Here is C26H78BeF6NO14P as an isolated structure at a distorted geometry from the Open Molecules 2025 dataset. Energies are from ωB97M-V/def2-TZVPD.

HOMO	-6.22	eV
E	-3100.83382	Ha
Kohn-Sham gap	5.6	eV

Atoms and positions in Å:
Be -0.1271 0.4195 0.4841
P -2.6121 -0.6538 -2.3864
F -3.5376 -0.2671 -1.0865
F -3.8537 -1.3855 -3.1015
F -3.1159 0.7127 -3.0452
F -1.6045 -0.9864 -3.6003
F -1.3265 0.1821 -1.6971
F -2.1085 -1.9937 -1.6229
C -0.2907 -0.6483 4.5329
C -0.1025 -2.1648 4.2392
C -1.2281 -2.8746 5.0822
C -1.5688 -4.2878 4.7531
C -1.7488 -4.4337 3.2778
C -0.6083 -3.9568 2.3561
N -0.2694 -2.5283 2.7520
O 0.6173 -1.7693 1.8845
C -1.1605 -4.0650 0.9177
C 0.5870 -4.8701 2.5513
C 1.2380 -2.7449 4.8794
H 0.3313 0.0181 3.9353
H -0.0623 -0.2243 5.5108
H -1.2714 -0.2521 4.2698
H -2.1602 -2.3101 5.1060
H -0.9147 -2.9962 6.1191
H -2.4075 -4.5672 5.3907
H -0.7737 -4.9468 5.1017
H -2.6096 -3.8344 2.9810
H -2.0172 -5.4569 3.0147
H -0.4198 -4.0537 0.1182
H -2.1193 -3.6815 0.5686
H -1.2295 -5.1133 0.6271
H 0.8410 -5.3381 3.5024
H 1.4725 -4.4019 2.1215
H 0.4407 -5.7612 1.9408
H 1.2896 -2.5435 5.9494
H 2.0913 -2.3742 4.3114
H 1.2597 -3.8293 4.7707
C 2.1184 -2.8236 -0.8327
C 0.8322 -1.9803 -1.2856
O 1.2558 -0.5857 -1.6041
H 2.7033 -2.9671 -1.7412
H 1.9172 -3.7876 -0.3654
H 2.6746 -2.2403 -0.0989
H 0.0045 -1.9985 -0.5765
H 0.4362 -2.4341 -2.1940
H 1.2743 -0.3852 -2.5428
O 2.0595 1.1774 1.7410
H 2.5879 1.7880 1.2270
H 2.6995 0.6458 2.2143
O -2.0246 -0.8497 1.2952
H -2.9550 -0.7296 1.1051
H -1.9890 -1.6444 1.8275
O -2.4813 3.6565 2.8753
H -2.8148 4.5500 2.7938
H -3.2646 3.1165 2.9802
O 3.6310 -0.9148 2.6192
H 2.7993 -1.3590 2.4541
H 4.1655 -1.5669 3.0723
O -0.5447 1.8208 2.5812
H 0.0910 2.1267 3.2282
H -1.1944 2.5220 2.5329
O -2.3530 1.9231 0.3995
H -2.8313 2.3248 1.1248
H -3.0320 1.6777 -0.2290
O 0.6476 2.2202 -1.0297
H 1.4984 2.5888 -0.7921
H 0.4826 2.5478 -1.9139
C 3.3030 5.3991 1.9234
C 2.3654 4.3711 1.3037
C 1.3119 5.1591 0.4431
O 3.0974 3.4250 0.4578
H 2.8600 5.9105 2.7779
H 3.4882 6.0601 1.0767
H 4.2079 4.9144 2.2900
H 1.8142 3.7652 2.0229
H 1.6987 5.7233 -0.4056
H 0.7753 5.8332 1.1108
H 0.6326 4.3614 0.1425
H 3.7864 3.9988 0.1146
C -7.1702 -1.2897 1.6954
C -5.6466 -1.4515 1.6165
C -5.1641 -2.2139 0.3150
O -5.1120 -0.0878 1.5559
H -7.4255 -1.0263 2.7219
H -7.7215 -2.2175 1.5423
H -7.5409 -0.4900 1.0541
H -5.3438 -1.9456 2.5397
H -5.6392 -3.1931 0.2553
H -4.0791 -2.3092 0.3590
H -5.4470 -1.6846 -0.5949
H -5.2396 0.2005 0.6492
C -1.3744 6.2157 -3.9036
C -0.9723 5.3419 -2.6956
C -2.2666 4.4575 -2.3175
O 0.1017 4.5056 -2.9697
H -2.2298 6.8286 -3.6197
H -1.6297 5.6066 -4.7708
H -0.4746 6.7315 -4.2389
H -0.6972 5.9952 -1.8676
H -3.0777 5.1449 -2.0776
H -2.1153 3.8202 -1.4463
H -2.5955 3.7620 -3.0897
H -0.0722 4.2075 -3.8655
C 6.0045 1.0944 -2.3217
C 5.7043 -0.3177 -2.4156
C 4.3271 -0.4336 -2.9064
O 6.7295 -0.9066 -3.2781
H 7.0204 1.2803 -1.9730
H 5.2277 1.5553 -1.7116
H 6.1136 1.5417 -3.3097
H 5.7470 -0.7200 -1.4034
H 4.0777 -1.4881 -2.7892
H 4.2791 -0.1133 -3.9472
H 3.5910 0.1154 -2.3192
H 6.4894 -1.8159 -3.4708
C 2.4568 -0.3873 -6.2102
C 1.1711 -0.6907 -5.4619
C 0.9609 -2.1216 -5.1071
O 0.9571 -0.0439 -4.2448
H 2.9931 0.3501 -5.6128
H 2.3414 0.0192 -7.2149
H 3.0977 -1.2464 -6.4084
H 0.3736 -0.3218 -6.1071
H -0.0505 -2.4693 -5.3173
H 1.2008 -2.3357 -4.0656
H 1.4503 -2.7852 -5.8200
H 0.0145 -0.0261 -4.0637